C42H69F4N4O13S | ωB97M-V/def2-TZVPD

Computed properties:
**Calculated total energy**: -3635.586138 Ha
**LUMO level**: -0.16812 Ha

Structure (ORCA input):
```
! wB97M-V def2-TZVPD RIJCOSX def2/J DEFGRID3
* xyz 1 1
O -3.79067 4.39584 6.04644
C -2.86511 3.40858 6.03506
O -3.32262 2.03663 6.35062
C -1.31802 3.85152 5.72204
C -0.91537 3.77147 4.10445
C 0.26100 2.63620 3.99057
C 0.53294 2.06042 2.48036
C 1.37122 2.98192 1.36303
C 1.93020 4.49936 1.64777
C 3.48139 4.45248 2.17660
O 3.97123 5.49391 2.85905
F 4.28764 3.22665 1.82838
C 1.55581 2.21425 -0.11253
C 2.34555 3.08325 -1.29867
C 1.16376 4.07235 -1.94828
O 0.12164 3.28933 -2.67528
C 1.77479 5.22124 -2.96030
F 2.34536 4.68154 -4.22289
F 2.78000 6.09573 -2.27352
F 0.62441 6.11723 -3.32757
N 1.07424 0.84180 -0.43031
N 0.39633 0.17052 0.54140
C -0.06759 -1.24790 0.12981
C -1.56579 -1.25744 -0.55235
C -1.75748 -2.78702 -1.19632
C -3.31864 -3.24137 -0.86108
O -3.44200 -3.93102 0.43321
C 0.01789 0.56013 1.94589
C -0.84503 -0.31004 3.02989
C -2.28799 0.51146 3.23195
S -2.79425 1.35794 1.64005
C -4.04020 2.72776 1.92130
N -4.55947 3.40280 3.17248
N -5.43011 4.36372 2.61253
C -5.51080 4.37090 1.07315
O -4.59029 3.27671 0.67323
H -2.49799 1.43296 6.33283
H -0.62698 3.12297 6.35865
H -1.14506 4.93256 6.16047
H -0.41089 4.81448 3.85218
H -1.84318 3.56201 3.42306
H 1.26604 3.14541 4.35386
H 0.03557 1.77269 4.77019
H 1.20693 5.14208 2.34685
H 1.93515 5.08512 0.60826
H 2.80046 2.40665 -2.14006
H 3.19029 3.68024 -0.75059
H 0.58276 4.65032 -1.09385
H -0.79926 3.64424 -2.44440
H 0.07012 -2.03115 1.00405
H 0.67763 -1.61269 -0.72890
H -2.45009 -1.12422 0.20191
H -1.55879 -0.46424 -1.43279
H -1.49478 -2.83882 -2.33559
H -1.06346 -3.51138 -0.59375
H -3.76722 -3.95182 -1.67770
H -4.02843 -2.28731 -0.80357
H -2.92748 -3.45692 1.15307
H -0.31547 -0.35925 4.09865
H -1.14698 -1.38715 2.69278
H -2.24411 1.31015 4.08609
H -3.12701 -0.29944 3.48468
H -6.16309 5.05711 0.37126
C -4.21259 2.59655 -3.08835
C -3.46969 1.40310 -3.62684
O -2.55404 0.88148 -2.99261
C -3.89056 0.87266 -4.97129
H -3.80128 2.86901 -2.11056
H -4.09376 3.44519 -3.76662
H -5.27076 2.35157 -2.96676
H -3.75737 1.64455 -5.73351
H -4.93438 0.55101 -4.93359
H -3.26735 0.01084 -5.23257
C -3.92156 3.39437 -9.58159
C -4.14059 4.13421 -8.28896
O -5.26836 4.28170 -7.82083
C -2.92635 4.68652 -7.59139
H -4.88609 3.05256 -9.97188
H -3.46244 4.05955 -10.31718
H -3.28585 2.52255 -9.40749
H -2.42285 5.40933 -8.23837
H -2.24629 3.87228 -7.32877
H -3.23595 5.19502 -6.67216
C -9.54532 4.35435 3.90524
C -9.55191 5.29198 2.72752
O -9.12488 4.94036 1.62900
C -10.10122 6.67638 2.94601
H -9.12121 3.39176 3.60022
H -8.92973 4.76946 4.70717
H -10.56757 4.19091 4.25566
H -9.51035 7.19498 3.70527
H -11.14816 6.61635 3.25380
H -10.04286 7.24177 2.00988
C 2.99791 -4.12380 0.02878
C 2.03721 -4.63636 1.06827
O 1.10704 -3.94233 1.47555
C 2.25871 -6.03089 1.59005
H 2.71561 -3.10431 -0.25480
H 4.01163 -4.10541 0.43670
H 2.95665 -4.75828 -0.86017
H 3.23957 -6.09748 2.06756
H 2.18462 -6.75027 0.77063
H 1.49009 -6.26632 2.33383
C 5.74899 -8.65594 0.92797
C 5.72647 -8.09912 2.32641
O 5.00594 -7.14757 2.62330
C 6.61966 -8.75165 3.34742
H 5.05547 -8.08691 0.29971
H 6.75430 -8.56682 0.50873
H 5.43263 -9.70202 0.93952
H 7.66385 -8.66679 3.03595
H 6.34215 -9.80199 3.46664
H 6.49915 -8.24562 4.31117
C 7.05826 2.96144 -0.59875
C 7.92892 1.77583 -0.27860
O 7.69488 0.66524 -0.75250
C 9.09693 2.00175 0.64376
H 6.25535 2.64977 -1.27526
H 6.61081 3.35227 0.31853
H 7.65132 3.73521 -1.09278
H 8.74028 2.34986 1.61647
H 9.78070 2.73284 0.20512
H 9.63547 1.05865 0.78491
C 5.42939 -12.84639 -1.75947
C 5.36329 -11.34265 -1.73512
O 5.16444 -10.72911 -0.68785
C 5.54993 -10.61878 -3.04173
H 5.27742 -13.23266 -0.74597
H 4.64261 -13.24243 -2.40638
H 6.41175 -13.16936 -2.11326
H 4.76847 -10.91559 -3.74583
H 6.53759 -10.84261 -3.45266
H 5.47723 -9.53928 -2.87205
*
```


C42H70AsCrN10OSSi | ωB97M-V/def2-TZVPD

Computed properties:
**Calculated total energy**: -6233.095566 Ha
**LUMO level (spin up / spin down)**: 0.01449 / 0.01448 Ha
**⟨S²⟩**: 1.011

Structure (ORCA input):
```
! wB97M-V def2-TZVPD RIJCOSX def2/J DEFGRID3
* xyz 0 2
Cr 0.76619 0.79262 -0.57321
C 2.90059 3.38388 -4.02833
N 3.77465 2.62530 -3.16584
C 5.16927 2.67169 -3.53342
C 3.24601 1.54920 -2.43180
N 2.41972 1.80073 -1.44989
C 2.36960 3.16178 -0.96276
C 2.11066 3.16068 0.54441
N 0.79857 2.61847 0.88293
C -0.26329 3.56204 0.55284
C -1.42486 2.77922 -0.05603
N -1.01170 1.94859 -1.18140
C -1.56492 2.21463 -2.33795
N -2.21238 3.42892 -2.60518
C -1.55441 4.70992 -2.56604
C -3.43897 3.44188 -3.36615
N -1.65007 1.28095 -3.32721
C -2.17769 -0.04219 -3.10801
C -1.43748 1.62285 -4.70951
C 0.79351 2.22505 2.29731
C -0.54314 1.95537 2.99109
N -1.42719 1.01947 2.32936
C -2.40730 0.53617 2.99967
N -2.48413 0.69770 4.40294
C -3.54331 1.46049 5.00513
C -1.86146 -0.27644 5.25999
N -3.42817 -0.10552 2.36265
C -3.71695 0.18010 0.97528
C -4.52154 -0.71705 3.07376
N 3.70242 0.32054 -2.75006
C 3.72901 -0.79896 -1.84098
C 4.01589 -0.05340 -4.10835
H 3.07965 3.13672 -5.08403
H 3.06618 4.45891 -3.89668
H 1.86580 3.14264 -3.79646
H 5.50773 3.70991 -3.46204
H 5.36050 2.32585 -4.55582
H 5.74990 2.06758 -2.84247
H 1.58134 3.72105 -1.48698
H 3.32135 3.67773 -1.16172
H 2.22703 4.19027 0.92730
H 2.86585 2.52047 0.99803
H 0.11273 4.31534 -0.14590
H -0.61458 4.10847 1.43899
H -2.23560 3.45534 -0.34667
H -1.77307 2.09609 0.72425
H -0.61042 4.63210 -2.03584
H -2.18806 5.44806 -2.06085
H -1.35698 5.07627 -3.58463
H -3.83632 2.43436 -3.44601
H -3.29880 3.85724 -4.37165
H -4.17504 4.06317 -2.84341
H -2.27450 -0.21682 -2.03445
H -1.48969 -0.78343 -3.51529
H -3.15990 -0.12978 -3.59693
H -1.09735 2.65182 -4.80234
H -2.35186 1.49209 -5.30054
H -0.66768 0.96387 -5.11890
H 1.27453 3.01827 2.89811
H 1.39281 1.32141 2.35776
H -1.09320 2.90270 3.11077
H -0.27512 1.63541 4.00627
H -3.96782 2.13986 4.27055
H -3.12098 2.05525 5.82250
H -4.35316 0.84590 5.42348
H -1.19854 -0.90451 4.67260
H -2.60121 -0.92547 5.75218
H -1.27710 0.22959 6.03553
H -4.32341 -0.62815 0.56666
H -2.78867 0.24350 0.40888
H -4.27026 1.12333 0.88518
H -4.23470 -0.97523 4.08654
H -4.81002 -1.63883 2.56448
H -5.39501 -0.05343 3.10656
H 3.29191 -0.52180 -0.88982
H 4.76774 -1.11575 -1.70293
H 3.14791 -1.62714 -2.24931
H 3.76664 0.74001 -4.80497
H 3.42154 -0.93196 -4.36925
H 5.07700 -0.30791 -4.19897
C 3.06109 -0.11483 3.57041
Si 3.32863 -0.34629 1.67672
C 3.89936 -2.14981 1.37450
C 4.82698 0.82851 1.31879
O 2.06687 0.01956 0.80425
H 3.80967 -0.67464 4.12114
H 2.08904 -0.47063 3.89257
H 3.14935 0.92469 3.87583
H 3.78971 -2.74715 2.27233
H 3.30302 -2.61932 0.59844
H 4.93925 -2.20244 1.06976
H 5.76909 0.33129 1.52407
H 4.79782 1.71307 1.95049
H 4.85095 1.16279 0.28493
S 0.64316 -0.69030 -2.18920
C -5.00428 -4.46338 1.22160
C -4.90695 -3.70527 0.06522
C -3.74322 -3.00892 -0.20107
C -2.65844 -3.03873 0.67259
C -2.77744 -3.79407 1.83106
C -3.93652 -4.50535 2.10164
As -1.03713 -1.96966 0.09001
C -0.54972 -3.46641 -1.06651
C -0.99073 -3.70225 -2.35485
C -0.54588 -4.81430 -3.05010
C 0.32796 -5.70524 -2.44587
C 0.75707 -5.49447 -1.14819
C 0.32312 -4.37401 -0.44852
C 0.67715 -4.02462 0.92225
C 1.47479 -4.76854 1.78214
C 1.68999 -4.32692 3.07616
C 1.13432 -3.13620 3.51776
C 0.36343 -2.37304 2.65497
C 0.12545 -2.81687 1.37126
H -5.90685 -5.01845 1.43395
H -5.73471 -3.66956 -0.63202
H -3.65234 -2.42376 -1.11242
H -1.95468 -3.83894 2.53283
H -3.99902 -5.10796 2.99860
H -1.66835 -3.00307 -2.82593
H -0.87271 -4.99189 -4.06678
H 0.66722 -6.57643 -2.98999
H 1.42482 -6.20906 -0.68547
H 1.92072 -5.69395 1.44380
H 2.30083 -4.91552 3.74750
H 1.31044 -2.80412 4.53173
H -0.04848 -1.41855 2.96061
*
```


C42H70FN11O8S | ωB97M-V/def2-TZVPD

Computed properties:
**SMILES string**: C[C@H]1OS(=O)(=O)O[C@]1(CON=O)C(=O)NC(=O)F.CCCC#N.CCCC#N.CCCC#N.CCCC#N.CCCC#N.CCCC#N.CCCC#N.CCCC#N.CCCC#N
**Calculated total energy**: -3344.306992 Ha
**LUMO level**: 0.00547 Ha

Structure (ORCA input):
```
! wB97M-V def2-TZVPD RIJCOSX def2/J DEFGRID3
* xyz 0 1
C -0.71468 -1.10658 -1.01991
C -0.35638 -2.55479 -1.60156
O 0.83007 -3.24700 -1.05643
S 0.88280 -4.61717 -2.06447
O 1.52263 -4.31294 -3.40103
O 1.62115 -5.70152 -1.30733
O -0.80225 -4.85084 -2.22013
C -1.50869 -3.66250 -1.78219
C -2.61335 -3.76206 -0.61814
O -2.84752 -5.09882 -0.10675
N -1.74246 -5.58388 0.54897
O -1.72187 -6.75828 0.29290
C -2.30386 -3.17713 -3.11198
O -2.95487 -2.08732 -3.14376
N -2.28391 -3.95270 -4.39362
C -1.07485 -3.57898 -5.19505
O -0.56379 -4.49024 -5.86721
F -0.51531 -2.26531 -5.19026
H -1.69254 -0.67633 -1.42349
H -0.76068 -1.18242 0.13909
H 0.19035 -0.40279 -1.22897
H -0.04793 -2.35492 -2.69466
H -3.62138 -3.38750 -1.04278
H -2.35316 -3.00933 0.22306
H -3.07756 -3.64188 -4.99575
C -5.56869 0.42302 1.23909
C -5.30557 -0.67950 2.25957
C -4.01606 -0.45938 3.05384
C -2.84192 -0.43442 2.11710
N -1.91795 -0.41324 1.37645
H -4.78208 0.46766 0.48121
H -6.51159 0.24000 0.71724
H -5.63305 1.40069 1.72623
H -5.26073 -1.64223 1.73831
H -6.14674 -0.72894 2.95261
H -3.87880 -1.26568 3.77894
H -4.05826 0.48465 3.60139
C -0.26726 2.30712 3.84401
C -0.34725 3.83006 3.84242
C -1.76868 4.35212 4.06483
C -2.67187 3.86380 2.96726
N -3.38225 3.47840 2.10349
H -0.85128 1.87119 3.02875
H 0.76747 1.98188 3.71154
H -0.63542 1.89600 4.78978
H 0.04059 4.20434 2.88930
H 0.30362 4.22108 4.63038
H -1.77117 5.44511 4.06897
H -2.15762 4.00863 5.02739
C 0.59126 2.35673 8.18332
C 2.04246 2.67155 7.83554
C 2.46512 4.07967 8.26162
C 1.61375 5.10115 7.56265
N 0.94482 5.90404 7.00801
H -0.10174 3.02236 7.66178
H 0.34335 1.33445 7.88763
H 0.41611 2.45188 9.25947
H 2.18232 2.55345 6.75594
H 2.69227 1.94072 8.32580
H 3.51331 4.25156 8.00339
H 2.35775 4.20325 9.34280
C 3.81422 6.63595 2.08202
C 3.64340 6.96397 3.56173
C 4.36840 5.97580 4.47828
C 3.82379 4.59159 4.26925
N 3.39068 3.50297 4.10950
H 3.38432 5.66230 1.83268
H 3.30560 7.38192 1.46675
H 4.87204 6.62733 1.80166
H 2.57529 6.97643 3.80149
H 4.02677 7.97115 3.74934
H 4.22731 6.26049 5.52428
H 5.44174 5.97364 4.26919
C 4.45080 -1.08798 1.71468
C 4.37850 0.43518 1.71387
C 2.96126 0.96117 1.93795
C 2.06312 0.47288 0.83813
N 1.35636 0.08553 -0.02869
H 3.86259 -1.51988 0.90087
H 5.48316 -1.41894 1.57922
H 4.08297 -1.49764 2.66096
H 4.76563 0.80826 0.76020
H 5.03314 0.82247 2.50035
H 2.96020 2.05388 1.94222
H 2.57122 0.61891 2.90040
C 5.34912 -2.20074 -5.01716
C 3.93598 -1.94799 -4.50277
C 3.75083 -0.53885 -3.93835
C 4.68568 -0.32627 -2.78142
N 5.42156 -0.15900 -1.87076
H 6.08739 -2.12428 -4.21415
H 5.43294 -3.20151 -5.43606
H 5.61452 -1.48438 -5.79992
H 3.70100 -2.68893 -3.73206
H 3.22706 -2.10063 -5.32206
H 2.72123 -0.40447 -3.59591
H 3.95397 0.21394 -4.70517
C -9.72015 1.11957 4.78597
C -9.45607 0.01792 5.80716
C -8.16469 0.23703 6.59911
C -6.98937 0.26016 5.66387
N -6.06505 0.27931 4.92622
H -8.93496 1.16211 4.02666
H -10.66386 0.93726 4.26644
H -9.78258 2.09805 5.27199
H -9.41333 -0.94468 5.28745
H -10.29780 -0.03015 6.50419
H -8.02714 -0.56877 7.32466
H -8.20527 1.18271 7.14646
C -2.41897 1.32351 -8.85155
C -2.58889 1.66168 -7.37408
C -1.87498 0.67178 -6.45057
C -2.43194 -0.70788 -6.65188
N -2.87015 -1.79336 -6.80980
H -2.85789 0.35276 -9.09587
H -2.91932 2.07094 -9.47207
H -1.36083 1.30296 -9.12996
H -3.65723 1.68598 -7.13636
H -2.19599 2.66623 -7.19168
H -2.01461 0.96348 -5.40641
H -0.80144 0.65811 -6.65806
C 5.30767 -6.04758 -9.70847
C 5.80263 -6.46291 -8.32705
C 5.43331 -5.45658 -7.23474
C 6.05120 -4.12135 -7.53972
N 6.54664 -3.05932 -7.79130
H 5.76220 -5.10829 -10.03380
H 5.56803 -6.80748 -10.44935
H 4.22031 -5.92444 -9.71471
H 6.88956 -6.58892 -8.36277
H 5.37414 -7.43708 -8.07380
H 5.79716 -5.80476 -6.26449
H 4.34766 -5.34230 -7.16885
*
```


Q: Among the records above, which one has the lowest calculated total energy?
A: C42H70AsCrN10OSSi